Formula: C27H32N6O2PbSTe
Source: OMol25
Level of theory: ωB97M-V with the def2-TZVPD basis set

Structure (XYZ):
```
70
Properties=species:S:1:pos:R:3:mulliken_charge:R:1
Pb 16.51401 10.82036 5.82710 1.004
N 16.52841 15.77197 4.38982 -0.630
N 16.46997 16.10074 5.73180 0.040
C 16.60846 15.26582 6.76208 0.327
N 16.95306 15.75044 8.01723 -0.356
N 16.37924 13.89877 6.70187 -0.126
N 16.75939 13.34044 7.83382 0.045
O 16.98465 12.11540 7.79791 -0.469
O 12.63601 12.12964 6.18589 -0.589
H 15.72804 15.17986 4.19632 0.291
H 17.37453 15.26277 4.11167 0.257
H 16.66997 17.07873 5.91569 0.241
H 17.37884 16.68409 8.04510 0.245
H 17.35361 14.97648 8.61391 0.353
C 8.33537 12.06237 6.98333 -1.864
C 9.79076 12.20765 6.48142 2.223
C 10.34086 13.48865 7.18763 -1.591
C 9.95469 12.55045 4.95374 -1.343
C 10.56941 10.97042 6.81614 -0.255
C 9.95829 9.80413 7.27505 -0.573
C 10.73424 8.58917 7.43226 -1.234
C 12.09694 8.68259 7.27475 1.185
S 13.24672 7.44384 7.45804 -0.207
C 14.46194 8.47664 6.76596 0.808
N 14.14570 9.77506 6.52938 -0.432
C 12.71542 9.84827 6.74922 -0.503
C 11.92800 10.98251 6.56293 0.086
C 15.60555 7.82973 6.28354 0.922
C 15.49998 6.43492 6.07462 -0.890
C 16.59261 5.63714 5.62066 -0.730
C 17.76598 6.30373 5.24226 -0.610
C 17.84956 7.69155 5.40426 -0.041
C 16.77593 8.48521 5.86456 -0.673
H 7.88326 13.08252 7.02429 0.389
H 8.45456 11.60942 7.96495 0.514
H 7.73791 11.36290 6.33859 0.303
H 9.58471 14.25619 7.13420 0.550
H 11.33965 13.82883 6.81896 0.208
H 10.47926 13.25947 8.22443 0.398
H 9.28236 13.39592 4.65510 0.387
H 9.66635 11.63410 4.29691 0.295
H 11.02590 12.78549 4.70066 0.259
H 8.89618 9.77635 7.31888 0.538
H 10.23906 7.65724 7.56102 0.423
H 13.55108 11.78931 6.16316 0.245
H 14.54617 5.99879 6.19826 0.489
H 16.49795 4.55411 5.57905 0.423
H 18.56874 5.74410 4.81401 0.416
H 18.75296 8.28620 5.12124 0.264
C 26.45648 10.93131 4.27560 -1.273
C 25.07569 10.81461 4.92424 0.566
C 24.39461 9.69234 5.33712 -0.763
C 23.06795 9.75883 5.94831 1.408
C 22.35435 8.53314 6.36488 -1.648
C 22.45342 11.01798 6.08055 -0.398
Te 20.55996 11.23171 7.20251 0.527
C 23.11792 12.16388 5.64702 1.254
C 22.43753 13.48130 5.56232 -1.651
C 24.47343 12.02122 5.15115 -0.929
H 27.21238 10.23588 4.64174 0.364
H 26.78737 12.02539 4.27729 0.324
H 26.47724 10.73620 3.23061 0.353
H 24.88955 8.75684 5.26736 0.458
H 22.79142 7.58736 6.09900 0.388
H 21.39453 8.53939 5.79336 0.204
H 22.15170 8.48431 7.43340 0.398
H 23.14210 14.14902 5.00854 0.358
H 22.22857 13.76265 6.55754 0.445
H 21.47133 13.35472 5.05330 0.378
H 24.93876 12.92813 4.78972 0.225
```

## Properties
- net charge = +2
- LUMO (alpha / beta) (eV) = -9.441 / -9.694
- E_HOMO (alpha / beta) (eV) = -12.237 / -12.237

Formula: C27H33As2BaN2OS5
Source: OMol25
Level of theory: ωB97M-V with the def2-TZVPD basis set

Structure (XYZ):
```
71
Properties=species:S:1:pos:R:3:mulliken_charge:R:1
Ba -0.11710 1.98445 -1.16414 1.125
O -7.64483 2.11069 -1.62919 -0.544
C -6.49267 1.90262 -1.53614 0.418
S -5.19352 2.09684 -2.93098 -0.257
C -3.78462 1.49968 -2.09514 0.081
C -3.93017 1.62815 -0.66828 -0.150
S -2.77831 1.97357 0.58830 -0.328
S -5.49836 1.53908 -0.02994 -0.182
S -2.38654 0.99891 -3.00748 -0.477
C 3.72027 1.98772 -1.24239 -1.406
N 2.56848 2.77301 -1.52303 -0.037
C 2.71779 3.85910 -2.25089 -0.193
C 1.69031 4.85432 -2.38015 -0.171
C 1.78175 6.22008 -2.70141 -0.750
C 0.48571 6.74425 -2.59687 -0.407
C -0.35886 5.65724 -2.30706 -0.705
N 0.36944 4.54412 -2.12011 0.051
C 3.86386 0.74993 -2.12869 0.971
C 4.55385 -0.33481 -1.66587 -0.561
C 4.69438 -1.48020 -2.50551 -0.382
C 4.06981 -1.54088 -3.71845 -0.413
C 3.32995 -0.43485 -4.17381 -0.601
C 3.28868 0.73752 -3.40429 -0.278
H 3.69195 1.67827 -0.22715 0.449
H 4.69148 2.45882 -1.43873 0.363
H 3.62667 4.06743 -2.83444 0.312
H 2.67219 6.76023 -2.93852 0.454
H 0.16238 7.81261 -2.76433 0.290
H -1.42951 5.71648 -2.32957 0.469
H 4.87503 -0.47393 -0.63159 0.323
H 5.15509 -2.43446 -2.16724 0.295
H 4.02952 -2.53348 -4.20017 0.315
H 2.73691 -0.51543 -5.07175 0.385
H 2.70963 1.65137 -3.65177 0.316
C -2.63075 0.08469 4.26811 -1.062
As -0.92165 0.96554 3.87951 0.316
C 0.55127 0.18999 5.09191 -0.912
C -1.22453 2.73267 4.75349 -1.297
S 0.00661 0.50921 1.63121 -0.460
H -2.62222 -0.98839 4.50287 0.377
H -3.23168 0.25558 3.35439 0.110
H -2.86755 0.56015 5.23334 0.455
H 0.83418 -0.86798 4.77840 0.219
H 0.20113 0.16235 6.16975 0.335
H 1.45576 0.88655 4.92006 0.237
H -0.93824 2.81542 5.80696 0.345
H -2.23728 2.94143 4.57068 0.404
H -0.69201 3.47093 4.13685 0.333
C -2.47818 -1.60846 0.47742 -1.000
As -0.62243 -1.58575 0.99421 0.943
C 0.10143 -1.61817 -0.75698 -0.179
C -0.06214 -3.15952 2.05411 -1.316
C -0.36978 -4.49941 1.42697 0.601
C -1.43771 -5.29098 1.79623 -0.294
C -1.82180 -6.39283 1.00908 -0.540
C -1.04848 -6.79516 -0.11728 -0.516
C 0.09759 -6.03068 -0.42873 -0.624
C 0.47655 -4.92971 0.32483 -0.283
H -2.60716 -0.77032 -0.20750 0.180
H -3.03360 -1.48241 1.42278 0.359
H -2.73842 -2.50833 -0.05662 0.487
H 0.86819 -2.43625 -0.81112 0.145
H 0.75346 -0.72523 -0.85415 -0.405
H -0.73896 -1.53533 -1.46475 0.352
H -0.47660 -2.95851 3.02744 0.557
H 1.04144 -3.02087 2.12739 0.426
H -1.95999 -5.07067 2.75143 0.327
H -2.62083 -6.98551 1.30779 0.479
H -1.14932 -7.72628 -0.65114 0.367
H 0.82699 -6.44564 -1.10933 0.352
H 1.44605 -4.40061 0.08718 0.409
```

## Properties
- net charge = -1
- LUMO (eV) = 1.713
- E_HOMO (eV) = -2.882

Formula: C27H33BrF3INO6PS
Source: OMol25
Level of theory: ωB97M-V with the def2-TZVPD basis set

Structure (XYZ):
```
74
Properties=species:S:1:pos:R:3:mulliken_charge:R:1
O 1.25813 -1.05449 3.17460 -0.669
S 0.13078 -1.75009 2.62608 1.527
O -0.72348 -2.40287 3.56301 -0.720
O 0.60593 -2.88637 1.64512 -0.580
C 1.25180 -2.27190 0.51779 -1.030
C 2.35780 -3.16981 -0.03231 -1.425
C 3.73125 -2.85715 0.59914 -0.790
C 4.49211 -1.94383 -0.32536 0.146
F 5.51878 -2.48587 -1.01847 -0.339
C 4.13047 -0.67948 -0.55377 0.496
F 4.10686 -0.07480 -1.73991 -0.260
F 3.67541 0.12977 0.40377 -0.236
C 0.28898 -1.75876 -0.53819 0.862
C -0.18535 -2.88328 -1.45968 0.029
C -0.35883 -2.64273 -2.81573 -0.556
C -0.76025 -3.68084 -3.64916 -0.595
C -0.93843 -4.92954 -3.07555 -0.540
C -0.72747 -5.06978 -1.71116 -0.625
N -0.35079 -4.08613 -0.89876 -0.295
C -0.80377 -0.77322 -0.01859 2.623
C -0.73996 0.61084 -0.67269 -0.642
C -0.00621 0.88177 -1.82577 0.102
C -0.00081 2.12667 -2.41562 -1.424
C -0.75447 3.15624 -1.88413 -0.513
C -1.47972 2.91141 -0.73380 -1.087
C -1.47839 1.66628 -0.14221 0.025
P -2.65523 -1.21776 -0.31957 0.658
O -2.81172 -2.82700 -0.13022 -0.586
Br -3.12927 -0.93356 -2.53175 -0.326
C -0.77976 -0.52108 1.58457 -1.511
I -2.75368 -0.48545 2.56169 0.327
H 1.77027 -1.37159 0.86538 1.151
H 2.06403 -4.20645 0.13282 0.657
H 2.41583 -3.04980 -1.11440 0.456
H 3.63065 -2.40787 1.58749 0.482
H 4.29535 -3.78732 0.66158 0.381
H 0.99720 -1.20142 -1.15125 0.002
H -0.19713 -1.65453 -3.22023 0.452
H -0.90023 -3.49625 -4.70530 0.468
H -1.24450 -5.78357 -3.66354 0.412
H -0.87312 -6.04282 -1.25401 0.435
H 0.59835 0.12653 -2.30348 0.278
H 0.59040 2.29696 -3.30560 0.446
H -0.79199 4.13631 -2.33830 0.429
H -2.07980 3.70156 -0.30188 0.422
H -2.07812 1.55433 0.74945 0.176
H -2.34333 -3.12361 0.66562 0.412
H -0.29930 0.42505 1.80838 0.890
C -8.18037 1.59951 2.99209 -0.538
C -7.59237 1.68563 4.39920 -0.569
C -6.32558 0.85285 4.25442 -0.435
O -5.89421 1.00877 2.90004 -0.296
C -6.92489 1.63220 2.13060 -0.469
H -8.87440 2.40415 2.75505 0.326
H -8.70265 0.64922 2.86281 0.266
H -7.33866 2.72122 4.63535 0.275
H -8.25539 1.31219 5.17776 0.327
H -6.52608 -0.20867 4.43658 0.286
H -5.52605 1.17327 4.92384 0.282
H -6.62115 2.66145 1.91150 0.281
H -7.03935 1.09803 1.18719 0.274
C 6.58451 2.81484 -0.82417 -0.535
C 6.28791 4.24889 -0.39014 -0.526
C 5.80469 4.87144 -1.69404 -0.491
O 5.17295 3.82405 -2.43059 -0.443
C 5.46654 2.56112 -1.82737 -0.032
H 6.58604 2.09799 -0.00382 0.320
H 7.55652 2.76729 -1.31997 0.297
H 5.48656 4.25621 0.35182 0.263
H 7.14697 4.76782 0.03224 0.341
H 6.64411 5.25637 -2.28364 0.275
H 5.09091 5.68158 -1.54058 0.273
H 4.56506 2.20202 -1.32832 0.027
H 5.74312 1.84786 -2.60396 0.224
```

## Properties
- LUMO (eV) = -0.022
- E_HOMO (eV) = -7.895

Number 1: DFT total energy -64908.3727 eV, strongest force on any atom 4.0 eV Å⁻¹, molecular weight 839.460 g/mol. Number 2: DFT total energy -210107.6760 eV, strongest force on any atom 4.6 eV Å⁻¹, molecular weight 849.081 g/mol. Number 3: DFT total energy -148725.8778 eV, strongest force on any atom 1.7 eV Å⁻¹, molecular weight 794.405 g/mol.